No. 1
Below is a cluster of 7 separate species, C48H105N7O8 in total in a non-equilibrium geometry, with properties calculated with ωB97M-V with the def2-TZVPD basis set.

Calculated values
E: -2876.64643 Ha
F_max: 7.17 eV Å⁻¹
Kohn-Sham gap: 7.904 eV
Relative energy (zero: lowest compared OMol25 entry of this formula, charge and spin): 5.5 kcal per mole
M: 908.4 g/mol

XYZ file:
```
168
Properties=species:S:1:pos:R:3:forces:R:3
C 7.1273 3.9630 -5.5689 0.37 1.17 -1.19
C 5.5942 3.9268 -5.4054 0.85 -2.68 0.35
C 5.3212 2.4065 -4.9893 0.98 1.02 1.71
C 3.9530 2.1973 -4.3361 1.08 -0.74 -2.84
C 3.7446 3.1763 -3.2541 -1.30 -1.29 0.06
C 3.8706 4.6228 -3.7085 0.80 1.33 1.94
N 5.2228 4.8055 -4.3318 -0.31 -0.42 2.24
O 5.5787 6.1705 -4.5855 -0.87 -1.32 -0.08
C 2.6819 5.1956 -4.5556 0.41 -1.46 -0.82
C 3.8786 5.2475 -2.2688 0.03 1.37 -0.27
C 4.8720 4.1759 -6.6856 0.00 0.24 -2.09
H 7.5803 3.2344 -6.2413 -0.63 -0.89 0.22
H 7.7015 3.9669 -4.6424 -0.38 0.11 0.06
H 7.3797 4.8327 -6.1756 0.13 0.71 0.53
H 5.7460 1.6372 -5.6341 -1.03 0.35 -1.38
H 6.0877 2.1813 -4.2478 -0.03 0.53 1.03
H 3.8540 1.1228 -4.1817 -0.29 0.12 0.81
H 3.2285 2.4311 -5.1162 -0.41 -0.15 -0.17
H 4.3135 2.9369 -2.3557 0.53 0.30 -0.29
H 2.7257 2.9934 -2.9127 -0.30 0.41 0.13
H 2.6941 6.2416 -4.8622 0.23 0.22 0.77
H 2.7043 4.6903 -5.5211 0.07 -0.18 -0.13
H 1.6941 4.9027 -4.1997 0.10 0.34 0.62
H 4.0105 6.3294 -2.2812 -0.18 0.15 -0.13
H 2.9501 5.0197 -1.7453 -0.28 0.09 -0.31
H 4.6420 4.8820 -1.5819 0.36 -0.29 -0.57
H 4.0233 3.5248 -6.8952 0.04 -0.18 0.29
H 5.5904 4.0131 -7.4890 -0.11 -0.13 -0.30
H 4.4909 5.1786 -6.8794 0.16 0.30 0.35
H 4.9436 6.3609 -5.2797 -0.04 0.93 -0.47
C -2.5332 -0.5899 3.1663 1.91 -0.22 0.32
C -2.5380 -1.4787 4.4763 -1.43 1.30 -2.57
C -1.1376 -1.8396 4.9185 0.29 -0.94 0.99
C -0.3537 -0.7629 5.5906 -0.10 1.34 -0.18
C -1.2004 -0.0611 6.7442 1.94 -2.81 -0.67
C -2.5900 0.3174 6.3866 -1.19 -2.09 -0.03
N -3.3006 -0.7765 5.5320 0.98 0.20 2.60
O -4.6232 -0.2906 5.2742 1.19 -1.17 -0.44
C -3.4195 0.4558 7.7349 0.40 1.19 -1.79
C -2.4813 1.6027 5.6539 -0.88 1.49 -0.17
C -3.1605 -2.8058 4.0545 -1.39 -0.07 1.22
H -1.7364 0.1510 3.2308 -0.39 0.82 0.49
H -3.4793 -0.1453 2.8572 0.04 -0.17 0.18
H -2.0683 -1.1158 2.3324 -0.65 -0.69 -0.28
H -1.1213 -2.7067 5.5788 -0.73 -0.24 0.19
H -0.5615 -2.2019 4.0671 -0.16 0.12 -0.40
H -0.0228 -0.2457 4.6900 0.11 1.52 0.58
H 0.5787 -1.1608 5.9910 -0.08 -0.05 0.25
H -0.6616 0.7152 7.2875 -0.08 0.28 -0.36
H -1.2369 -0.9025 7.4362 -0.21 -0.06 0.48
H -4.3029 1.0453 7.4892 -0.21 -0.14 0.14
H -3.7370 -0.4566 8.2397 0.48 -0.04 -0.25
H -2.7893 1.1188 8.3275 -0.10 -0.26 0.57
H -2.5540 2.3893 6.4050 -0.17 0.36 -0.17
H -1.5632 1.8140 5.1056 0.04 -0.55 -0.07
H -3.3265 1.6866 4.9707 0.10 0.64 -0.07
H -2.6208 -3.2887 3.2398 0.14 0.00 0.23
H -4.2133 -2.7419 3.7797 0.01 0.46 -0.42
H -3.2313 -3.4029 4.9637 0.44 -0.55 -0.11
H -4.4998 0.4660 4.6963 -0.21 0.33 -0.43
C 1.2849 -4.7730 3.4551 -0.47 -0.81 -0.95
C 1.5969 -5.2819 2.0003 0.35 1.26 0.28
C 1.9043 -6.7851 2.0444 0.52 0.68 -0.50
C 1.9446 -7.3866 0.6645 -2.00 -0.69 -0.30
C 0.6065 -7.1362 -0.1380 1.40 -0.37 1.11
C 0.1977 -5.6403 -0.2781 -0.22 0.83 -0.31
N 0.3637 -5.0084 1.1013 1.71 -2.63 0.67
O -0.1120 -3.7104 1.3039 0.08 0.12 -0.68
C 0.9812 -4.9013 -1.4460 0.33 0.77 1.14
C -1.3284 -5.6484 -0.6203 0.22 -0.50 -0.75
C 2.8800 -4.5290 1.5494 -0.68 0.46 -1.81
H 1.5478 -3.7393 3.6799 0.08 0.01 -0.34
H 1.8102 -5.4408 4.1379 0.01 0.12 0.16
H 0.2118 -4.8961 3.6010 -0.04 -0.06 0.38
H 2.9425 -6.9542 2.3299 0.01 0.45 0.99
H 1.2509 -7.2882 2.7572 -0.18 -0.19 -0.28
H 2.0352 -8.4619 0.8184 -0.10 -0.24 -0.20
H 2.8581 -7.1418 0.1225 -0.22 0.54 -0.17
H -0.2279 -7.6376 0.3524 0.17 0.06 0.62
H 0.7470 -7.7960 -0.9942 -0.30 1.00 -0.99
H 1.9404 -4.4908 -1.1306 0.39 -0.67 0.46
H 1.1999 -5.4677 -2.3512 -0.51 -0.24 0.10
H 0.5474 -3.9315 -1.6901 -0.88 -0.25 -0.29
H -1.8803 -6.4593 -0.1451 0.19 0.12 0.63
H -1.9284 -4.7421 -0.5386 0.69 0.24 0.33
H -1.4165 -5.9361 -1.6680 0.16 0.14 -0.34
H 2.6181 -3.5033 1.2895 -0.13 0.34 0.48
H 3.1817 -4.8820 0.5633 0.24 -0.45 0.01
H 3.7856 -4.5064 2.1556 -0.39 -0.34 0.56
H -0.8181 -3.8916 1.9285 -0.33 0.42 0.03
C -4.3259 -3.0881 -1.1545 0.02 1.29 -0.65
C -3.8650 -2.1357 -2.3170 1.59 0.07 -1.56
C -2.4445 -1.4580 -1.9545 -0.10 0.37 -0.04
C -1.5103 -0.9756 -3.1276 -1.25 -2.50 1.15
C -1.2206 -2.2634 -4.0280 -0.09 2.16 1.25
C -2.5273 -2.8601 -4.4885 -0.63 0.50 -2.84
N -3.5733 -3.0819 -3.5302 2.28 2.84 4.77
O -4.6572 -3.7191 -3.9990 -1.44 -1.03 -0.93
C -3.0551 -1.8612 -5.5540 0.00 -1.39 -1.26
C -2.2060 -4.2594 -5.1130 0.42 -0.26 0.08
C -4.9322 -0.9525 -2.5453 -0.14 -1.92 -0.57
H -5.2879 -3.5781 -1.3052 -0.07 0.19 -0.47
H -4.4674 -2.4334 -0.2946 0.23 -0.26 0.41
H -3.5973 -3.8815 -0.9880 0.08 0.37 0.10
H -2.6283 -0.5300 -1.4130 -0.46 -0.13 0.44
H -1.8776 -2.0891 -1.2701 0.00 -0.33 -0.05
H -0.6166 -0.4693 -2.7628 0.11 -0.40 0.23
H -2.0974 -0.1729 -3.5739 0.20 -0.32 -0.95
H -0.6362 -3.1024 -3.6504 0.35 0.57 1.05
H -0.6180 -1.7875 -4.8016 -0.31 -0.81 -0.86
H -3.9214 -2.3105 -6.0395 -0.46 0.25 0.26
H -3.2807 -0.8577 -5.1932 0.11 -0.25 0.06
H -2.3363 -1.8485 -6.3733 0.25 0.51 -0.02
H -1.9244 -5.0025 -4.3669 -0.48 0.15 0.85
H -3.0029 -4.7274 -5.6911 -0.04 0.38 -0.17
H -1.2701 -4.3268 -5.6676 -0.14 0.80 -0.68
H -4.9223 -0.3634 -3.4624 1.04 0.00 -0.09
H -5.0082 -0.2615 -1.7057 0.07 -0.32 0.15
H -5.8672 -1.4864 -2.7152 -0.42 0.08 0.56
H -4.3871 -4.6213 -3.8129 -0.79 -0.53 -0.16
C -4.0992 3.3481 1.5584 0.63 -0.55 -1.15
C -3.0763 4.3090 0.7408 -1.31 0.28 -0.78
C -3.1803 5.7586 1.3141 1.41 -0.25 0.38
C -2.0993 6.7360 0.8252 -0.62 -1.35 -1.86
C -0.7088 6.1661 1.0605 0.20 -1.29 0.80
C -0.4429 4.6501 0.4949 -2.68 2.78 1.35
N -1.6977 3.9171 0.9376 1.17 1.36 1.61
O -1.5447 2.5599 0.8235 0.47 -1.51 -0.49
C -0.2662 4.7669 -0.9782 1.21 -0.52 -0.84
C 0.7664 4.1151 1.2635 -1.55 -0.72 0.69
C -3.3715 4.3055 -0.8082 0.01 0.98 0.90
H -5.1629 3.5745 1.4860 0.13 1.04 -0.10
H -3.9060 3.0991 2.6019 0.55 0.80 0.18
H -4.1277 2.3474 1.1275 0.54 -0.08 -0.47
H -4.1257 6.2893 1.2014 -0.31 -0.69 0.25
H -2.8364 5.5937 2.3353 -1.01 0.14 0.63
H -2.3761 7.7382 1.1522 0.74 0.00 0.49
H -2.2577 6.7759 -0.2525 0.16 0.40 -0.40
H -0.6047 5.9770 2.1289 0.15 0.46 0.30
H 0.0855 6.8414 0.7425 0.09 -0.11 -0.14
H 0.8131 4.7347 -1.1269 0.14 0.27 -0.44
H -0.6483 3.9139 -1.5389 -0.22 0.10 0.00
H -0.6349 5.7245 -1.3459 -0.11 -0.27 -0.29
H 0.9307 3.0765 0.9763 0.79 0.27 -0.31
H 1.6168 4.7902 1.3594 0.07 -0.22 -0.74
H 0.4139 3.9845 2.2867 -0.01 0.13 0.33
H -4.3682 4.6913 -1.0219 -0.26 -0.48 -0.07
H -3.1191 3.3912 -1.3453 -0.32 -0.18 0.33
H -2.7103 5.0779 -1.2011 -0.04 -0.13 -0.20
H -1.0914 2.3678 1.6476 0.02 -0.77 0.08
C 1.5343 -0.3992 1.0654 -1.37 -0.88 -0.68
C 1.2267 0.0163 -0.4076 1.01 0.75 1.06
O 2.0839 1.1732 -0.7503 -0.54 -1.70 -0.11
O 1.2650 0.6918 1.8707 0.04 1.76 0.34
H 2.5102 -0.8387 1.2714 0.57 0.40 -0.69
H 0.8820 -1.1605 1.4932 -0.45 -0.77 -1.03
H 0.2087 0.3845 -0.5345 -0.26 -0.33 0.41
H 1.3627 -0.8309 -1.0798 0.44 0.29 -0.19
H 1.8469 1.8073 -0.0696 0.13 0.24 0.13
H 1.5651 0.4251 2.7427 0.30 0.24 0.54
C 3.7084 -1.0574 3.9683 3.33 -0.60 -0.69
O 2.7230 -0.4552 3.8913 -6.40 3.23 0.01
N 4.6236 -0.9500 3.0015 1.99 -0.90 -0.97
N 4.0530 -1.7408 5.0476 0.87 -1.52 1.36
H 4.3763 -0.4914 2.1362 0.10 -0.20 0.25
H 5.3987 -1.5960 3.0453 0.06 0.41 -0.59
H 4.7755 -2.4312 4.9014 -0.32 -0.13 0.78
H 3.3054 -1.8518 5.7176 0.38 -0.37 -0.02
```
Positions in Å, forces in eV/Å.

No. 2
Below is a structure of composition C3H6InO3 in a non-equilibrium geometry, with properties calculated with ωB97M-V with the def2-TZVPD basis set.

Calculated values
Total charge: +2
E: -532.85568 Ha
<S²>: 0.75
F_max: 8.92 eV Å⁻¹
2S+1: 2
Kohn-Sham gap (spin up / spin down): 8.493 / 5.015 eV
Relative energy (zero: lowest compared OMol25 entry of this formula, charge and spin): 52.7 kcal per mole
M: 204.9 g/mol

XYZ file:
```
13
Properties=species:S:1:pos:R:3:forces:R:3
H 0.5874 0.7757 -0.9337 1.49 -2.52 0.22
O 1.5556 -0.0462 -1.3094 1.05 -1.05 -1.16
C 1.5949 -0.4636 -0.1136 -3.91 7.40 -3.10
O 2.5648 -0.3640 0.6390 -1.92 -2.83 2.11
In 4.3931 -0.1974 0.6499 4.80 0.35 0.03
O 0.4180 0.1746 0.3660 -0.13 -0.58 1.64
C -0.8441 -0.5139 0.0932 -1.42 -1.00 0.18
C -1.9303 0.5272 0.1633 0.03 0.26 0.03
H -0.9435 -1.3035 0.8441 -0.03 0.17 -0.12
H -0.7778 -0.9500 -0.9111 0.00 -0.03 0.20
H -1.8589 1.1113 1.0897 -0.12 -0.22 -0.19
H -2.9134 0.0415 0.1166 0.28 0.11 0.01
H -1.8457 1.2083 -0.6940 -0.13 -0.06 0.16
```
Positions in Å, forces in eV/Å.

No. 3
Below is the ion C7H8BrFN3O2 with charge -1 in a non-equilibrium geometry, with properties calculated with ωB97M-V with the def2-TZVPD basis set.

Calculated values
Total charge: -1
E: -3260.16286 Ha
F_max: 5.10 eV Å⁻¹
Kohn-Sham gap: 8.456 eV
Relative energy (zero: lowest compared OMol25 entry of this formula, charge and spin): 0.0 kcal per mole
M: 265.1 g/mol

XYZ file:
```
22
Properties=species:S:1:pos:R:3:forces:R:3
C -1.0837 -1.6833 1.3375 2.86 0.45 -3.74
C 2.2492 0.1549 0.5379 0.32 0.76 0.88
C -1.3074 0.6225 1.0675 0.50 1.58 0.73
C -0.1752 -1.7277 0.0802 2.25 2.93 2.61
C -0.2052 -0.5111 -0.8340 2.18 1.48 0.73
C -1.1523 0.6316 -0.4529 0.24 -1.87 -0.94
C 1.3508 0.4517 -0.7263 -2.57 -1.59 -1.51
N -1.5582 -0.6332 1.7404 -2.40 1.92 1.54
N -0.5501 1.8355 -1.0150 -2.01 0.28 -0.11
N 0.8418 1.7760 -0.8707 0.18 0.39 0.72
O 3.0772 -0.7684 0.3574 -1.16 1.06 1.03
O 2.0010 0.9371 1.5380 0.41 -1.76 -2.02
F -0.6062 -2.7390 -0.6077 -1.37 -4.21 -2.53
Br 2.4415 0.0987 -2.3383 -0.12 -0.35 -0.34
H -1.2547 -2.6517 1.6774 -0.59 -1.52 1.38
H -0.4016 1.0115 1.5952 -0.20 -0.10 -0.83
H -2.0697 1.3749 1.3157 -0.16 -0.49 0.19
H 0.9199 -1.8935 0.3498 -1.21 -0.04 0.05
H -0.4575 -0.9279 -1.8260 0.77 0.61 0.14
H -2.0896 0.4055 -1.0197 0.22 0.51 0.85
H -0.9495 2.0582 -1.9472 1.22 -0.48 0.73
H 0.9795 2.1776 0.0409 0.63 0.43 0.45
```
Positions in Å, forces in eV/Å.

No. 4
Below is a cluster of 4 separate species, H8O4 in total in a non-equilibrium geometry, with properties calculated with ωB97M-V with the def2-TZVPD basis set.

Calculated values
Total charge: -1
E: -305.71366 Ha
<S²>: 0.75
F_max: 1.33 eV Å⁻¹
2S+1: 2
Kohn-Sham gap (spin up / spin down): 2.430 / 10.519 eV
Relative energy (zero: lowest compared OMol25 entry of this formula, charge and spin): 13.1 kcal per mole
M: 72.1 g/mol

XYZ file:
```
12
Properties=species:S:1:pos:R:3:forces:R:3
O -15.3935 -11.5303 20.1262 0.30 -0.45 0.56
H -15.2304 -11.2188 19.2359 -0.19 0.37 -0.49
H -16.1113 -10.9827 20.4443 -0.20 0.21 -0.18
O -17.1195 -9.1061 15.3386 0.34 0.70 1.09
H -17.9186 -9.1850 14.8176 -0.87 -0.09 -0.55
H -16.5137 -9.7344 14.9455 0.57 -0.62 -0.64
O -16.9992 -8.1184 20.3283 -0.46 -0.09 0.09
H -16.6084 -8.1852 21.1996 0.17 -0.03 0.31
H -16.3163 -7.7199 19.7888 0.27 0.32 -0.13
O -15.9631 -9.6014 17.8181 0.77 -0.52 0.82
H -16.1413 -8.8107 18.3272 -0.17 0.04 -0.01
H -16.4485 -9.4764 17.0027 -0.54 0.15 -0.86
```
Positions in Å, forces in eV/Å.

> The lowest M belongs to which entry?

H8O4

Please write out number 4 again, unchanged.
Below is a cluster of 4 separate species, H8O4 in total in a non-equilibrium geometry, with properties calculated with ωB97M-V with the def2-TZVPD basis set.

Calculated values
Total charge: -1
E: -305.71366 Ha
<S²>: 0.75
F_max: 1.33 eV Å⁻¹
2S+1: 2
Kohn-Sham gap (spin up / spin down): 2.430 / 10.519 eV
Relative energy (zero: lowest compared OMol25 entry of this formula, charge and spin): 13.1 kcal per mole
M: 72.1 g/mol

XYZ file:
```
12
Properties=species:S:1:pos:R:3:forces:R:3
O -15.3935 -11.5303 20.1262 0.30 -0.45 0.56
H -15.2304 -11.2188 19.2359 -0.19 0.37 -0.49
H -16.1113 -10.9827 20.4443 -0.20 0.21 -0.18
O -17.1195 -9.1061 15.3386 0.34 0.70 1.09
H -17.9186 -9.1850 14.8176 -0.87 -0.09 -0.55
H -16.5137 -9.7344 14.9455 0.57 -0.62 -0.64
O -16.9992 -8.1184 20.3283 -0.46 -0.09 0.09
H -16.6084 -8.1852 21.1996 0.17 -0.03 0.31
H -16.3163 -7.7199 19.7888 0.27 0.32 -0.13
O -15.9631 -9.6014 17.8181 0.77 -0.52 0.82
H -16.1413 -8.8107 18.3272 -0.17 0.04 -0.01
H -16.4485 -9.4764 17.0027 -0.54 0.15 -0.86
```
Positions in Å, forces in eV/Å.

> What is the M in the first record?

908.4 g/mol